No. 1
DFT (wB97M-V/def2-TZVPD) results for a molecular structure, C21H31CuN6OSi at a distorted geometry.

```
61
Properties=species:S:1:pos:R:3:lowdin_charge:R:1
Cu 0.9257 -0.8311 0.4827 0.449
Si 0.4985 1.7388 0.0017 0.604
O -1.2926 -2.2699 1.0941 -0.189
N 3.0587 -2.8125 3.2836 0.160
N 1.8477 -2.0032 1.7005 -0.031
N 0.4371 -0.5770 -1.5223 -0.221
N 1.4341 -3.2123 1.8870 0.117
N 2.1933 -3.6661 2.7995 -0.278
N 1.9333 -4.8625 3.3822 0.136
C 1.9260 0.9283 0.8491 -0.172
C -1.9765 0.6172 3.2234 -0.049
C -0.0535 6.3372 -0.6269 -0.058
C 0.3436 3.5712 -0.0920 -0.247
C -0.8367 -2.0285 -3.1515 -0.192
C -3.3835 0.3516 1.2211 -0.085
C 0.8280 4.1973 -1.2291 -0.130
C 1.4657 -1.1923 -3.7951 -0.146
C 0.6777 5.5180 -1.4760 -0.103
C 2.8705 -1.7604 2.5616 -0.127
C -1.0803 1.1562 0.9724 -0.230
C -0.4136 4.3985 0.7397 -0.097
C -0.9194 -1.1799 -1.9139 -0.165
C -1.5865 -3.6470 1.2721 -0.129
C -0.0451 -1.2302 -4.2056 -0.180
C 0.5370 0.9288 -1.6971 -0.212
C -0.6327 5.7466 0.5133 -0.075
C -3.2047 0.2304 2.5747 -0.086
C -0.9540 1.0142 2.3715 -0.126
C 1.5858 -1.2551 -2.2379 -0.176
C -2.3207 0.7876 0.4085 -0.081
H -1.2070 6.3652 1.1902 0.105
H 2.4956 -0.8116 -1.9035 0.103
H -2.5778 0.9489 -0.6252 0.097
H 1.3939 1.2052 -2.3121 0.092
H -1.8548 -2.3578 -3.5275 0.139
H -2.6087 -3.8669 1.5189 0.082
H 3.3793 -0.8817 2.7475 0.105
H -0.2693 7.3883 -0.9513 0.125
H -1.8488 0.4556 4.2838 0.105
H 1.9976 -2.1147 -4.1839 0.132
H 2.9168 0.9325 0.3880 0.032
H 1.3527 3.6126 -2.0094 0.109
H -0.5192 -0.2041 -4.3409 0.128
H -0.8837 -4.0023 2.0735 0.067
H -0.2710 1.3273 -2.2873 0.083
H -1.1749 -1.8287 -1.0696 0.092
H -1.8672 -1.6956 1.6853 0.090
H -3.9228 -0.1557 3.2483 0.093
H 0.0039 1.3339 2.8584 0.111
H 2.7245 -5.1030 3.9299 0.091
H -1.4303 -4.1432 0.3522 0.068
H -0.1310 -1.6052 -5.2073 0.094
H 1.1155 5.8901 -2.3894 0.108
H -0.3204 -3.0072 -2.9311 0.126
H -1.6405 -0.3422 -2.0876 0.121
H 1.5731 -2.3109 -1.9038 0.121
H 1.0462 -4.7869 3.9770 0.150
H -4.2888 -0.0098 0.7132 0.121
H 2.0116 -0.3385 -4.1795 0.097
H -1.0106 4.0220 1.6188 0.120
H 1.9535 1.0904 1.9335 0.011
```

Energy in eV: -85776.27221
LUMO energy (spin up / spin down) in Ha: -0.0876 / -0.1426
Spin multiplicity: 2
Total charge: +1
Frontier orbital gap (spin up / spin down) in eV: 8.755 / 7.593
Energy above the lowest of the compared OMol25 structures with the same formula, charge and spin in kcal per mole: 0.00
Largest force on an atom in eV/A: 2.76
Highest occupied orbital energy (spin up / spin down) in Eh: -0.4094 / -0.4217

***

No. 2
DFT (wB97M-V/def2-TZVPD) results for 5 unconnected molecules or ions with the total composition C21H31F12O8 at a distorted geometry.

```
72
Properties=species:S:1:pos:R:3:lowdin_charge:R:1
F -2.9024 -2.6899 -2.6256 0.182
F -7.2132 -0.2378 0.6704 0.167
F -0.9373 2.4485 -6.6365 0.169
F -1.2962 0.5656 -5.6290 0.165
F 4.0994 -0.6332 -1.5724 0.134
F -1.2518 2.4152 -4.4972 0.163
F -5.7124 -0.1892 -0.8814 0.165
F 5.1546 -1.5319 0.0863 0.181
F -3.3908 -1.7258 -0.7430 0.163
F -2.5184 -3.7022 -0.7550 0.151
F -5.1335 -0.5434 1.1777 0.167
F 4.5628 0.5442 0.1841 0.185
O -5.1175 -3.9164 -0.2342 0.031
O 2.3739 -0.5865 1.3751 0.177
O 1.0474 1.1456 -4.0887 0.038
O 1.6186 1.7595 -6.1870 0.167
O -5.4806 -3.4656 -2.4169 0.172
O -6.7318 2.4075 0.7145 0.169
O 2.3790 -2.1320 -0.2676 0.026
O -4.5182 1.9649 0.6332 0.038
C -5.8038 1.6606 0.6057 -0.403
C -0.6977 1.7598 -5.5242 -0.549
C -4.7933 -3.4724 -1.4393 -0.405
C -3.3687 -2.8890 -1.4009 -0.549
C 5.9983 3.3251 3.2018 -0.100
C 4.3610 1.4298 3.5450 -0.107
C 1.1811 -2.7306 0.2664 -0.187
C -0.0548 -1.9056 -0.0192 -0.061
C 7.8259 0.3674 4.4499 -0.293
C 2.4331 0.8774 -3.7594 -0.186
C -4.2934 3.7372 2.2976 -0.059
C 4.1958 -0.6566 -0.2244 -0.542
C 0.8181 1.5719 -5.3180 -0.409
C -6.4501 -4.4490 -0.0946 -0.194
C 2.8624 -1.0967 0.4138 -0.391
C -6.5338 -5.8696 -0.6078 -0.060
C -5.9670 0.1439 0.3916 -0.545
C -4.1974 3.3588 0.8362 -0.188
C 5.7879 1.9151 3.7989 -0.446
C 6.8721 0.8981 3.3425 -0.392
C 3.1781 2.1489 -3.4217 -0.052
H 4.0134 0.7313 4.3096 0.069
H 4.1922 1.9112 -3.1048 0.084
H 7.1635 -0.0579 5.2318 -0.091
H 2.6751 2.6812 -2.6139 0.087
H -0.9316 -2.4301 0.3386 0.060
H 3.2300 2.8153 -4.2821 0.076
H 1.1244 -3.7054 -0.2133 0.125
H 7.5204 1.3664 2.5940 0.054
H 3.6579 2.2716 3.5378 0.059
H -3.6604 3.0863 2.9006 0.086
H 6.3990 0.0222 2.8833 0.056
H -6.6569 -4.4101 0.9722 0.126
H -5.3157 3.6450 2.6621 0.077
H 4.2519 0.9301 2.5836 0.033
H -5.7954 -6.4980 -0.1092 0.084
H 5.9155 2.0164 4.8779 0.098
H -0.1612 -1.7103 -1.0875 0.086
H 6.9817 3.4156 2.7398 0.056
H 0.0037 -0.9464 0.4933 0.080
H -4.8444 3.9752 0.2140 0.125
H -7.5266 -6.2761 -0.4183 0.082
H 8.2513 1.2743 4.9260 -0.090
H -3.1783 3.4673 0.4762 0.127
H 5.9369 4.1006 3.9714 0.056
H 1.3018 -2.8899 1.3375 0.129
H -7.1582 -3.7938 -0.6000 0.126
H -6.3427 -5.9116 -1.6792 0.078
H 2.4005 0.2168 -2.9008 0.104
H -3.9692 4.7677 2.4362 0.083
H 5.2350 3.5752 2.4578 0.053
H 2.9011 0.3384 -4.5816 0.129
```

Energy in eV: -71269.02572
LUMO energy in Ha: 0.0621
Spin multiplicity: 1
Total charge: -1
Frontier orbital gap in eV: 2.510
Energy above the lowest of the compared OMol25 structures with the same formula, charge and spin in kcal per mole: 0.00
Largest force on an atom in eV/A: 1.10
Highest occupied orbital energy in Eh: -0.0301